--- w ---
A cluster of 2 separate species, C3H6INOS in total, computed with wB97M-V/def2-TZVPD.

Values from the calculation:
HOMO-LUMO gap: 8.913 eV

Geometry as ORCA input:
```
! RIJCOSX wB97M-V def2-TZVPD def2/J DEFGRID3
* xyz 0 1
I -4.4240 0.6238 -2.0306
S -0.3160 -0.5390 -0.9216
O 1.0089 -1.9187 1.0990
N -2.7671 3.0514 -0.9192
C 1.2005 -1.0082 0.0790
C 1.6755 0.3303 0.6422
C -3.3897 2.1753 -1.2460
H 0.8037 0.6925 1.2035
H -1.0730 -1.5921 -0.4669
H 2.5024 0.0653 1.5150
H 0.6109 -1.4514 1.8025
H 2.0318 -1.3986 -0.6920
H 2.1361 0.9693 -0.0647
*
```

***

--- x ---
An isolated molecule of C3H6INOS, computed with wB97M-V/def2-TZVPD.

Values from the calculation:
HOMO-LUMO gap (alpha / beta): 8.063 / 8.312 eV

Geometry as ORCA input:
```
! RIJCOSX wB97M-V def2-TZVPD def2/J DEFGRID3
* xyz 0 1
I -3.8665 -0.5790 -0.0255
S -1.7806 0.7372 -0.1094
O -1.5367 1.3512 1.1286
N 0.8990 1.7618 -0.9474
C 0.6900 -0.2882 0.4986
C -0.5692 -0.7603 -0.0852
C 1.5126 0.5683 -0.4978
H -0.8986 -1.4954 0.5715
H 1.5990 0.0395 -1.5423
H 0.7217 0.2086 1.4834
H 2.5618 0.8557 -0.1781
H -0.4539 -1.2118 -1.0353
H 1.1216 -1.1878 0.7388
*
```

***

--- y ---
A cluster of 2 separate species, C3H6INOS in total, computed with wB97M-V/def2-TZVPD.

Values from the calculation:
HOMO-LUMO gap (alpha / beta): 8.498 / 5.294 eV

Geometry as ORCA input:
```
! RIJCOSX wB97M-V def2-TZVPD def2/J DEFGRID3
* xyz 0 1
I 4.1406 -2.9381 -0.5283
S -0.8124 1.7607 0.2352
O -1.5721 1.8587 1.4616
N -1.4505 2.5295 -0.9319
C 0.6290 -0.5631 -0.4284
C 0.0671 -0.7185 0.9633
C -0.7559 -0.0906 -0.0889
H -1.5892 -0.6285 -0.6226
H 0.5605 -0.1887 1.7908
H -0.3344 -1.6892 1.3268
H 1.5166 -0.0205 -0.4659
H 0.7590 -1.5703 -0.8817
H -1.1584 2.2585 -1.8299
*
```

***

--- z ---
A structure of composition C3H6INOS, computed with wB97M-V/def2-TZVPD.

Values from the calculation:
HOMO-LUMO gap: 9.188 eV

Geometry as ORCA input:
```
! RIJCOSX wB97M-V def2-TZVPD def2/J DEFGRID3
* xyz 0 1
I 2.8840 0.1633 2.6364
S 0.5490 -1.0551 0.6593
O -1.7404 -1.2338 -0.7449
N -0.0634 1.0919 1.9981
C -0.7087 -0.3625 -0.5528
C 0.8754 0.3289 1.7719
C 0.2014 -0.1670 -1.8871
H -0.3956 -0.0090 -2.7282
H 0.0432 1.8717 2.6636
H -2.2524 -1.0946 0.0755
H -1.1307 0.6524 -0.3355
H 0.9848 -0.9861 -2.0858
H 0.7536 0.7999 -1.4705
*
```

***

Most stable structure: z

***

--- w ---
The ion C7H13N2S with charge +1, computed with wB97M-V/def2-TZVPD.

Values from the calculation:
HOMO-LUMO gap: 8.916 eV

Geometry as ORCA input:
```
! RIJCOSX wB97M-V def2-TZVPD def2/J DEFGRID3
* xyz 1 1
S 0.9873 1.0196 1.8811
N -0.2698 -0.4768 -1.9357
N 0.4086 -1.0886 0.4157
C -0.1995 2.6505 -0.0766
C -1.0597 -0.6347 2.4659
C 0.3799 -0.9925 -0.8905
C -0.1062 -0.2650 1.5876
C 0.9194 2.2048 0.5817
C -1.2274 0.5448 -2.3834
C 1.2419 -2.1409 0.9532
H 1.5300 -1.9045 2.0529
H 1.0133 -1.7675 -1.2991
H -1.2605 -0.1278 3.3995
H 1.9125 2.5478 0.5647
H -1.7000 -1.4961 2.3543
H -0.0761 3.4679 -0.7113
H 2.2391 -1.9902 0.4731
H -0.6497 1.4727 -2.2596
H 0.7563 -3.1962 0.7443
H -2.1520 0.4178 -1.8325
H -1.5073 0.5027 -3.4089
H -0.0288 -1.0328 -2.7318
H -1.1515 2.2850 0.0555
*
```

***

--- x ---
The ion C7H13N2S with charge +1, computed with wB97M-V/def2-TZVPD.

Values from the calculation:
HOMO-LUMO gap (alpha / beta): 7.457 / 9.526 eV

Geometry as ORCA input:
```
! RIJCOSX wB97M-V def2-TZVPD def2/J DEFGRID3
* xyz 1 1
S 0.7552 1.4238 1.8943
N -0.3938 0.4080 -0.4160
N 1.9614 -1.2629 0.2858
C 1.6902 1.7743 -0.7554
C 1.0682 -1.9914 0.7621
C -0.3652 -1.6466 0.9455
C -0.2304 -0.2589 -1.7141
C -1.0481 -0.5669 0.5007
C 0.7761 1.1286 0.1785
C -2.5682 -0.3540 0.6813
H -0.9995 -2.4729 1.5536
H -2.5373 0.7439 0.6548
H 2.2217 2.5564 -0.1650
H -2.7204 -0.7568 1.7515
H 1.3642 2.1794 -1.6811
H 2.0288 1.7485 1.9111
H 2.4416 1.1338 -1.0386
H -1.0682 1.2329 -0.5292
H -3.1505 -0.8840 -0.0706
H 0.4251 0.3281 -2.3470
H -1.2782 -0.4273 -2.0831
H 0.3434 -1.1031 -1.4528
H 1.2839 -2.9331 1.1339
*
```

***

Most stable structure: w

***

--- w ---
A structure of composition C4H9ClN, computed with wB97M-V/def2-TZVPD.

Values from the calculation:
HOMO-LUMO gap (alpha / beta): 8.584 / 8.919 eV

Geometry as ORCA input:
```
! RIJCOSX wB97M-V def2-TZVPD def2/J DEFGRID3
* xyz 1 1
Cl -2.6246 0.8798 0.0683
N 0.1811 1.5903 -0.1360
C 1.8240 -0.3126 0.1552
C -1.7815 -1.8354 0.2559
C 0.7220 0.4235 -0.7194
C -1.7534 -0.6139 -0.1724
H 0.8818 0.4761 -1.7825
H -0.9797 1.5419 -0.2113
H 0.1470 1.6079 0.9409
H 2.7116 -0.3870 -0.3785
H 1.5448 -1.2903 0.4650
H -0.8194 -2.3054 0.1027
H -2.4744 -2.5090 0.9421
H 1.8318 0.2826 1.0716
H 0.5887 2.4517 -0.6014
*
```

***

--- x ---
A structure of composition C4H9ClN, computed with wB97M-V/def2-TZVPD.

Values from the calculation:
HOMO-LUMO gap: 9.478 eV

Geometry as ORCA input:
```
! RIJCOSX wB97M-V def2-TZVPD def2/J DEFGRID3
* xyz 1 1
Cl -1.7986 0.0726 0.0507
N 1.1245 -0.1398 0.0084
C 2.4571 -0.8413 -0.0685
C 1.2700 1.2773 0.1113
C 0.2734 -1.0291 0.1219
C -3.6875 -0.2434 -0.1279
H 2.7176 -0.9123 0.9311
H 3.3041 -0.2093 -0.5809
H -3.9976 0.7439 -0.5145
H 2.2812 1.5969 0.5349
H 0.4543 1.5709 0.7979
H -4.1494 -0.4653 0.8559
H -3.9102 -1.2773 -0.6129
H 2.5253 -1.7456 -0.5253
H 1.1358 1.6018 -0.9821
*
```

***

Most stable structure: x